The following is a quantum chemistry calculation of a cluster of 4 separate species, C37H61F5N6O5S in total in a non-equilibrium geometry, from the Open Molecules 2025 dataset.

```
115
C37H61F5N6O5S, DFT the ωB97M-V functional and the def2-TZVPD basis
O 7.645 1.735 -4.185
S 6.759 2.166 -3.039
O 6.766 1.076 -2.013
N 5.141 2.528 -3.627
C 4.746 2.841 -4.972
N 3.334 3.099 -4.935
C 2.877 2.939 -3.549
C 1.383 3.153 -2.959
C 0.926 4.597 -2.879
C -0.503 4.917 -2.376
C -1.244 3.623 -1.974
C -0.540 2.276 -2.114
N 0.748 1.929 -2.610
C 4.073 2.549 -2.632
C 7.348 3.790 -2.261
F 6.621 3.941 -1.054
F 6.904 4.824 -3.160
C 8.944 3.864 -2.087
F 9.236 5.197 -1.644
F 9.388 2.944 -1.118
F 9.644 3.734 -3.326
H 5.509 2.861 -5.816
H 2.781 3.366 -5.761
H 1.624 5.447 -3.188
H -0.971 5.949 -2.288
H -2.313 3.677 -1.574
H -1.154 1.362 -1.755
H 4.101 2.338 -1.511
C 0.663 -1.779 -5.615
C -0.405 -2.119 -4.550
C -0.574 -3.649 -4.408
C -1.397 -4.289 -5.515
C -2.738 -3.580 -5.658
C -2.586 -2.061 -5.884
N -1.681 -1.412 -4.879
O -2.388 -1.288 -3.718
C -2.064 -1.825 -7.321
C -4.002 -1.423 -5.907
C 0.258 -1.617 -3.235
H 0.353 -1.946 -6.643
H 0.969 -0.730 -5.542
H 1.561 -2.390 -5.473
H -1.063 -3.876 -3.452
H 0.406 -4.135 -4.365
H -0.841 -4.273 -6.457
H -1.567 -5.344 -5.279
H -3.294 -4.032 -6.487
H -3.333 -3.768 -4.755
H -1.754 -0.784 -7.466
H -2.848 -2.022 -8.062
H -1.243 -2.479 -7.609
H -4.564 -1.615 -4.990
H -4.603 -1.834 -6.723
H -3.943 -0.339 -6.055
H 0.365 -0.527 -3.234
H 1.259 -2.044 -3.119
H -0.306 -1.905 -2.344
C 0.416 1.655 3.366
C -0.223 3.027 3.043
C -0.614 3.772 4.339
C -1.895 3.266 4.985
C -3.032 3.254 3.972
C -2.690 2.444 2.704
N -1.371 2.833 2.104
O -1.559 4.012 1.443
C -2.704 0.939 3.061
C -3.865 2.585 1.698
C 0.965 3.813 2.414
H -0.279 0.898 3.717
H 0.920 1.241 2.487
H 1.169 1.755 4.156
H -0.746 4.839 4.123
H 0.200 3.714 5.069
H -1.736 2.270 5.410
H -2.162 3.917 5.823
H -3.931 2.848 4.448
H -3.274 4.290 3.702
H -2.278 0.334 2.253
H -3.728 0.579 3.212
H -2.188 0.697 3.987
H -4.072 3.627 1.438
H -4.791 2.189 2.121
H -3.661 2.033 0.774
H 1.269 3.376 1.457
H 1.835 3.790 3.078
H 0.728 4.868 2.248
C 0.949 -3.987 6.059
C -0.196 -2.960 5.890
C -1.484 -3.451 6.588
C -2.248 -4.512 5.811
C -2.519 -4.035 4.389
C -1.232 -3.620 3.647
N -0.388 -2.662 4.437
O -0.978 -1.436 4.348
C -0.429 -4.895 3.297
C -1.628 -3.052 2.256
C 0.322 -1.741 6.708
H 0.845 -4.890 5.465
H 1.915 -3.544 5.797
H 1.017 -4.324 7.099
H -2.159 -2.602 6.750
H -1.249 -3.839 7.585
H -1.693 -5.454 5.811
H -3.199 -4.716 6.313
H -3.033 -4.831 3.838
H -3.220 -3.192 4.429
H 0.579 -4.646 2.946
H -0.911 -5.453 2.486
H -0.350 -5.608 4.114
H -2.315 -2.204 2.328
H -2.142 -3.808 1.657
H -0.743 -2.732 1.695
H 1.210 -1.299 6.245
H 0.598 -2.048 7.722
H -0.433 -0.957 6.815
```

Properties
M	797.0	g/mol
Kohn-Sham gap (alpha / beta)	5.884 / 6.538	eV
maximum force	0.153	Eh/bohr
total charge	+1
total energy	-82939.0485	eV
E_HOMO (alpha / beta)	-10.397 / -11.051	eV
spin multiplicity	4